{"formula": "C40H90BF2N3O15", "method": "the ωB97M-V functional and the def2-TZVPD basis", "species": ["C", "C", "O", "C", "O", "C", "C", "C", "C", "N", "B", "O", "O", "C", "O", "C", "C", "C", "F", "N", "C", "C", "C", "O", "C", "C", "C", "N", "C", "C", "C", "F", "C", "C", "H", "H", "H", "H", "H", "H", "H", "H", "H", "H", "H", "H", "H", "H", "H", "H", "H", "H", "H", "H", "H", "H", "H", "H", "H", "H", "H", "H", "H", "H", "H", "H", "H", "H", "H", "H", "C", "C", "O", "H", "H", "H", "H", "H", "H", "C", "C", "O", "H", "H", "H", "H", "H", "H", "C", "C", "O", "H", "H", "H", "H", "H", "H", "C", "C", "O", "H", "H", "H", "H", "H", "H", "C", "C", "O", "H", "H", "H", "H", "H", "H", "C", "C", "O", "H", "H", "H", "H", "H", "H", "C", "C", "O", "H", "H", "H", "H", "H", "H", "C", "C", "O", "H", "H", "H", "H", "H", "H", "C", "C", "O", "H", "H", "H", "H", "H", "H"], "positions_angstrom": [[-2.29429, 2.64110, 1.47669], [-1.06646, 3.02296, 0.65969], [-1.06541, 2.23022, -0.51105], [0.10378, 2.35120, -1.29366], [-0.08838, 3.39531, -2.20219], [1.09520, 4.14312, -2.52029], [0.76445, 4.96095, -3.79105], [-0.42867, 5.86595, -3.64466], [-1.81755, 5.26187, -3.65816], [-0.26992, 7.12901, -3.55830], [1.53927, 5.15795, -1.36056], [1.95963, 6.42113, -1.64584], [1.57818, 4.74700, -0.01737], [0.41294, 0.96030, -1.91383], [-0.35382, 0.60687, -3.04569], [-1.73621, 0.59232, -2.88216], [-2.34365, -0.62558, -3.64375], [-1.35230, -1.56933, -4.26628], [-3.16791, -1.32958, -2.76009], [-2.36514, 1.84428, -3.32205], [-3.76096, 1.90824, -2.91347], [-2.11191, 2.15644, -4.67249], [-3.31330, 2.39515, -5.59029], [-0.99159, 2.27975, -5.13925], [0.31945, -0.03587, -0.76252], [-0.41013, -1.19659, -0.80452], [-0.43859, -1.99296, 0.30613], [0.21243, -1.78164, 1.43580], [0.93843, -0.66044, 1.46676], [0.98708, 0.19382, 0.40863], [1.88561, 0.90653, -2.43098], [2.74054, 1.61215, -1.60538], [2.03040, 1.26511, -3.90451], [2.04698, 0.03170, -4.82161], [-3.14984, 3.24163, 1.16745], [-2.56011, 1.59844, 1.33109], [-2.14346, 2.82372, 2.53217], [-1.18336, 4.06721, 0.36252], [-0.17798, 2.87530, 1.27481], [0.91758, 2.55891, -0.60360], [1.96149, 3.51901, -2.74531], [0.59903, 4.30256, -4.64516], [1.63948, 5.55918, -4.02144], [-1.96084, 4.77030, -4.61941], [-2.57522, 6.03309, -3.54289], [-1.96274, 4.55344, -2.85018], [-1.17017, 7.59595, -3.47448], [1.75064, 6.97135, -0.88296], [0.89870, 5.18124, 0.50727], [-2.03699, 0.46078, -1.84482], [-3.00317, -0.29020, -4.44523], [-1.89726, -2.48206, -4.50428], [-0.53773, -1.85847, -3.60884], [-0.92036, -1.19853, -5.18951], [-3.79650, 1.76881, -1.83486], [-4.16719, 2.89426, -3.09913], [-4.40522, 1.16178, -3.38091], [-3.82014, 3.31591, -5.30879], [-4.02303, 1.57293, -5.58232], [-2.92467, 2.55933, -6.58678], [-0.95901, -1.46622, -1.68494], [-1.06376, -2.87839, 0.25955], [1.50913, -0.40731, 2.34726], [1.61148, 1.06998, 0.49770], [2.16892, -0.14047, -2.34697], [3.01150, 1.72794, -4.01325], [1.30005, 1.99230, -4.24274], [3.00963, -0.06650, -5.31106], [1.89700, -0.88426, -4.25380], [1.24180, 0.06272, -5.54707], [1.95149, 2.82360, 4.96614], [2.85630, 1.68584, 4.53139], [2.52956, 1.23856, 3.21484], [0.90672, 2.50954, 4.94477], [2.19768, 3.15684, 5.97522], [2.04918, 3.67381, 4.28657], [2.74400, 0.83154, 5.19772], [3.90527, 1.99874, 4.54407], [2.64048, 1.98555, 2.61759], [6.59995, 0.01578, 3.62296], [6.94728, 1.37724, 3.05356], [6.93418, 2.39218, 4.06178], [5.61446, 0.04423, 4.09304], [6.59786, -0.74471, 2.85084], [7.31838, -0.27490, 4.39435], [6.21913, 1.67389, 2.29982], [7.93673, 1.35594, 2.58501], [7.58328, 2.14811, 4.72713], [6.36806, -4.84971, 4.73309], [6.28654, -3.34976, 4.51807], [6.59571, -2.99766, 3.17140], [7.36564, -5.21449, 4.48631], [6.14451, -5.11049, 5.76866], [5.66062, -5.37133, 4.08438], [7.00555, -2.83297, 5.15210], [5.28468, -2.98158, 4.76422], [5.95898, -3.44056, 2.60167], [-5.60569, 2.00678, 5.51351], [-4.86372, 2.22143, 4.20714], [-3.45920, 2.02955, 4.36822], [-5.23836, 2.68654, 6.27779], [-6.67807, 2.16838, 5.38196], [-5.44976, 0.99370, 5.88567], [-5.00406, 3.24045, 3.84826], [-5.23142, 1.53274, 3.43776], [-3.32126, 1.12826, 4.67347], [-2.57841, -2.45217, -9.16031], [-2.24423, -2.68356, -7.69840], [-1.54178, -1.57413, -7.14078], [-1.66807, -2.27830, -9.73421], [-3.10264, -3.31013, -9.58381], [-3.21014, -1.56821, -9.27649], [-1.59884, -3.55337, -7.58719], [-3.15880, -2.85674, -7.11985], [-2.10726, -0.79940, -7.22460], [-5.07249, 2.07547, 10.79040], [-5.71524, 1.63013, 9.48975], [-4.76307, 1.56969, 8.42964], [-4.60791, 3.05421, 10.66820], [-5.80927, 2.13395, 11.59293], [-4.28730, 1.37790, 11.09131], [-6.48427, 2.33729, 9.18217], [-6.18169, 0.64661, 9.61024], [-4.08324, 0.93877, 8.68418], [2.89592, -3.66515, -0.00119], [4.11871, -2.86006, -0.38444], [3.69640, -1.61129, -0.92697], [2.25365, -3.81860, -0.86965], [3.17199, -4.64076, 0.40801], [2.30474, -3.13011, 0.74505], [4.70516, -3.37108, -1.14703], [4.76864, -2.68710, 0.48212], [3.18890, -1.17055, -0.23541], [0.70434, -7.54964, 0.21402], [0.86839, -7.80232, 1.69886], [1.52092, -6.70255, 2.32340], [1.67431, -7.39568, -0.26035], [0.21023, -8.39313, -0.27309], [0.11399, -6.64669, 0.03639], [1.47621, -8.68886, 1.87440], [-0.10640, -7.95499, 2.17531], [0.97381, -5.92493, 2.17265], [-3.24249, -5.41636, -2.57002], [-3.07289, -5.67320, -1.08407], [-2.38618, -4.58373, -0.46055], [-2.26993, -5.27548, -3.04293], [-3.75359, -6.24865, -3.05717], [-3.82111, -4.50529, -2.74044], [-2.47666, -6.56821, -0.91326], [-4.04447, -5.81161, -0.59947], [-2.92447, -3.79711, -0.59864]], "lowdin_charge": [-0.053, -0.236, -0.075, -0.288, -0.013, -0.169, -0.079, -0.391, -0.021, 0.144, -0.564, 0.189, 0.133, -0.233, 0.001, -0.253, -0.277, -0.015, -0.023, -0.028, -0.048, -0.473, -0.001, 0.079, -0.111, 0.020, -0.133, 0.077, -0.125, -0.033, -0.235, 0.022, -0.159, -0.062, 0.075, 0.082, 0.056, 0.120, 0.118, 0.127, 0.129, 0.115, 0.122, 0.073, 0.074, 0.071, 0.042, 0.116, 0.097, 0.145, 0.133, 0.087, 0.078, 0.064, 0.100, 0.089, 0.089, 0.078, 0.074, 0.084, 0.089, 0.088, 0.089, 0.115, 0.131, 0.121, 0.086, 0.071, 0.070, 0.067, -0.084, -0.302, -0.106, 0.074, 0.075, 0.072, 0.115, 0.101, 0.082, -0.092, -0.312, -0.094, 0.070, 0.058, 0.076, 0.109, 0.108, 0.074, -0.090, -0.323, -0.103, 0.076, 0.074, 0.073, 0.108, 0.112, 0.072, -0.099, -0.319, -0.098, 0.064, 0.076, 0.068, 0.111, 0.108, 0.085, -0.090, -0.312, -0.107, 0.077, 0.074, 0.072, 0.115, 0.109, 0.084, -0.094, -0.315, -0.099, 0.076, 0.073, 0.072, 0.112, 0.109, 0.084, -0.084, -0.301, -0.083, 0.080, 0.070, 0.054, 0.113, 0.099, 0.058, -0.092, -0.323, -0.089, 0.074, 0.072, 0.063, 0.110, 0.108, 0.078, -0.089, -0.307, -0.106, 0.075, 0.073, 0.069, 0.102, 0.110, 0.074], "lumo_ev": 0.4, "homo_ev": -9.121, "mol_weight_g_mol": 902.0, "smiles": "[H]/N=C(\\C)C[C@H](O[C@@H](OCC)[C@](O[C@H]([C@@H](C)F)N(C)C(C)=O)(c1ccncc1)[C@H](F)CC)B(O)O.CCO.CCO.CCO.CCO.CCO.CCO.CCO.CCO.CCO"}